P:
Computed, not measured: an isolated molecule of C4H3NS, with ωB97M-V with the def2-TZVPD basis set.

SMILES	S=C1C=CC=N1
HOMO level	-9.218	eV

Each atom is followed by the atoms it is bonded to, with distances in Å.
Element x y z (Å)
1 S -1.975 -0.007 -0.013  C2 1.661
2 C -0.315 0.003 0.041  S1 1.661, C3 1.487, N6 1.438
3 C 0.585 1.187 0.044  C2 1.487, C4 1.315, H7 1.093
4 C 1.809 0.716 -0.049  C3 1.315, C5 1.548, H8 1.088
5 C 1.700 -0.826 0.022  C4 1.548, N6 1.274, H9 1.082
6 N 0.481 -1.193 -0.006  C2 1.438, C5 1.274
7 H 0.290 2.235 -0.051  C3 1.093
8 H 2.742 1.273 -0.005  C4 1.088
9 H 2.519 -1.529 -0.046  C5 1.082

***

Q:
Computed, not measured: an isolated molecule of C4H3NS, with ωB97M-V with the def2-TZVPD basis set.

SMILES	CC1=NS2#CC=21
HOMO level	-9.733	eV

Each atom is followed by the atoms it is bonded to, with distances in Å.
Element x y z (Å)
1 C -1.389 -0.097 0.046  C2 1.485, H7 1.226, H8 1.097, H9 1.080
2 C 0.087 -0.262 0.064  C1 1.485, N3 1.277, C6 1.363
3 N 0.882 -1.261 0.108  C2 1.277, S4 1.821
4 S 2.555 -0.545 0.066  N3 1.821, C5 1.764, C6 2.141
5 C 2.171 1.167 -0.114  S4 1.764, C6 1.312
6 C 0.908 0.812 -0.102  C2 1.363, S4 2.141, C5 1.312
7 H -1.730 0.160 -1.103  C1 1.226
8 H -1.594 0.906 0.440  C1 1.097
9 H -1.890 -0.881 0.596  C1 1.080

***

According to the calculations, the structures order from most to least stable as P, Q.